1.
{"formula": "C37H62BNbO7P", "method": "ωB97M-V/def2-TZVPD", "e_homo_ev": -4.626, "energy_ha": -2396.8202, "total_charge": -1, "e_lumo_ev": 2.0, "elements": ["C", "C", "C", "O", "C", "Nb", "C", "C", "C", "C", "C", "C", "C", "C", "C", "C", "O", "C", "C", "C", "C", "C", "C", "C", "C", "C", "B", "O", "O", "C", "C", "P", "O", "O", "O", "H", "H", "H", "H", "H", "H", "H", "H", "H", "H", "H", "H", "H", "H", "H", "H", "H", "H", "H", "H", "H", "H", "H", "H", "H", "H", "H", "H", "H", "H", "H", "H", "H", "H", "H", "H", "H", "H", "H", "H", "H", "H", "H", "H", "H", "H", "H", "H", "H", "H", "C", "C", "C", "C", "C", "C", "H", "H", "H", "H", "H", "H", "C", "C", "C", "C", "C", "C", "H", "H", "H", "H", "H", "H"], "coordinates": [[-2.60, -2.23, 3.28], [-1.33, -2.95, 3.79], [-0.19, -1.95, 4.09], [-0.21, -0.92, 3.13], [0.91, -0.91, 2.22], [0.26, -0.42, 0.06], [-0.60, -2.46, -0.33], [0.36, -3.65, -0.56], [1.12, -4.11, 0.71], [2.62, -3.81, 0.68], [3.50, -4.69, 1.58], [4.97, -4.18, 1.42], [5.46, -3.34, 2.61], [4.49, -2.22, 3.02], [5.19, -1.09, 3.85], [5.16, 0.23, 3.07], [6.40, 0.92, 3.27], [6.34, 2.25, 2.82], [2.32, -0.78, -0.83], [2.81, 0.17, -1.96], [2.18, -0.05, -3.32], [1.31, -1.06, -3.63], [0.81, -1.22, -4.90], [1.15, -0.34, -5.89], [2.01, 0.69, -5.59], [2.52, 0.83, -4.33], [-1.87, 0.31, 0.72], [-2.14, 1.10, 1.83], [-2.98, -0.06, -0.08], [-3.09, 0.71, -1.28], [-2.82, 2.21, -1.12], [1.03, 2.04, 0.52], [0.45, 2.66, 1.73], [2.70, 1.99, 0.82], [0.89, 3.06, -0.80], [-3.50, -2.70, 3.70], [-2.63, -1.18, 3.58], [-2.70, -2.32, 2.20], [-1.62, -3.48, 4.71], [-1.04, -3.72, 3.06], [0.79, -2.44, 4.19], [-0.45, -1.49, 5.06], [1.55, -1.81, 2.28], [1.56, -0.07, 2.53], [-0.26, 0.07, -1.64], [-1.27, -2.72, 0.52], [-1.27, -2.39, -1.20], [-0.29, -4.51, -0.82], [1.02, -3.55, -1.43], [1.02, -5.21, 0.80], [0.59, -3.70, 1.58], [2.83, -2.77, 0.94], [2.95, -3.95, -0.35], [3.24, -4.59, 2.64], [3.45, -5.73, 1.23], [4.99, -3.52, 0.55], [5.66, -4.99, 1.18], [6.39, -2.86, 2.29], [5.74, -3.99, 3.45], [4.03, -1.71, 2.17], [3.73, -2.66, 3.66], [4.54, -0.92, 4.72], [6.21, -1.35, 4.14], [4.31, 0.86, 3.35], [5.08, 0.06, 1.98], [5.35, 2.71, 2.93], [7.04, 2.84, 3.42], [6.66, 2.35, 1.77], [3.03, -0.62, 0.00], [2.50, -1.80, -1.21], [3.89, -0.06, -2.10], [2.77, 1.23, -1.68], [1.01, -1.77, -2.86], [0.14, -2.05, -5.13], [0.74, -0.45, -6.89], [2.27, 1.40, -6.37], [3.19, 1.67, -4.15], [-2.03, 2.03, 1.59], [-4.13, 0.61, -1.62], [-2.46, 0.34, -2.09], [-1.76, 2.47, -1.22], [-3.27, 2.65, -0.23], [-3.31, 2.71, -1.97], [3.16, 2.51, 0.15], [1.50, 3.80, -0.62], [-2.08, 7.26, -2.83], [-1.45, 6.32, -2.03], [-1.94, 6.03, -0.77], [-3.08, 6.67, -0.30], [-3.72, 7.61, -1.10], [-3.22, 7.91, -2.37], [-1.70, 7.49, -3.82], [-0.56, 5.81, -2.40], [-1.44, 5.30, -0.14], [-3.47, 6.45, 0.68], [-4.61, 8.11, -0.74], [-3.72, 8.64, -2.99], [-7.92, -1.19, -3.06], [-9.12, -0.49, -3.12], [-9.46, 0.40, -2.10], [-8.59, 0.59, -1.04], [-7.39, -0.10, -0.98], [-7.05, -0.99, -1.99], [-7.66, -1.89, -3.85], [-9.79, -0.64, -3.95], [-10.40, 0.93, -2.15], [-8.85, 1.29, -0.25], [-6.71, 0.06, -0.15], [-6.12, -1.54, -1.94]], "mulliken_charge": [-0.896, -0.236, -0.399, -0.382, -0.136, -1.765, -1.177, -0.731, -0.061, 0.454, -0.830, -0.876, -1.172, 1.667, -0.921, -0.144, -0.442, -0.674, -0.774, -0.737, 0.465, 0.522, -0.854, -0.425, -0.582, -0.751, 1.569, -0.609, -0.373, -0.164, -1.096, 0.573, -0.671, -0.341, -0.415, 0.465, 0.186, 0.067, 0.474, 0.082, 0.065, 0.424, 0.080, 0.428, 0.126, 0.549, 0.472, 0.493, 0.414, 0.572, -0.431, -1.049, 0.554, 0.324, 0.432, 0.371, 0.409, 0.484, 0.261, -1.165, 0.076, 0.255, 0.429, 0.315, 0.229, 0.281, 0.269, 0.257, 0.408, 0.614, 0.434, 0.250, 0.060, 0.381, 0.364, 0.349, 0.369, 0.277, 0.244, 0.140, 0.064, 0.197, 0.555, 0.205, 0.287, -0.407, -0.405, -0.247, -0.527, -0.311, -0.387, 0.356, 0.397, 0.452, 0.374, 0.348, 0.346, -0.394, -0.349, -0.319, -0.438, -0.398, -0.397, 0.356, 0.343, 0.347, 0.360, 0.451, 0.440]}



2.
{"formula": "C7H12", "method": "ωB97M-V/def2-TZVPD", "e_homo_ev": -5.812, "energy_ha": -273.6232, "e_lumo_ev": -2.5, "elements": ["C", "C", "C", "C", "C", "C", "C", "H", "H", "H", "H", "H", "H", "H", "H", "H", "H", "H", "H"], "coordinates": [[0.69, -1.14, -1.94], [-0.09, -0.01, -1.70], [-0.60, 0.81, -2.70], [-0.47, 0.29, -0.27], [-0.17, -0.78, 0.75], [0.00, -0.17, 2.20], [0.78, 1.05, 2.34], [0.83, -1.25, 0.57], [1.47, -1.45, -1.29], [0.58, -1.59, -2.92], [-0.41, 0.56, -3.73], [-1.10, 1.75, -2.41], [-1.53, 0.59, -0.33], [0.23, 1.09, 0.04], [-1.02, -1.47, 0.84], [1.80, 0.92, 2.63], [-1.37, -0.04, 2.44], [0.28, 1.93, 2.67], [0.08, -1.09, 2.82]], "mulliken_charge": [-0.740, 0.757, -1.164, -0.327, -0.602, -0.382, -0.861, 0.233, 0.262, 0.304, 0.316, 0.283, 0.271, 0.225, 0.297, 0.278, 0.157, 0.287, 0.408]}



Which formula does entry 1 have?
C37H62BNbO7P